Entry 1:
Formula: C3H5N3O
Source: OMol25
Level of theory: the ωB97M-V functional and the def2-TZVPD basis

Its energy above the lowest of the compared OMol25 structures with the same formula, charge and spin is 2.1396 eV. Its total energy is -9708.4442 eV. Its net charge is 0. Its SMILES is N#CCO.N=C=N. For the frontier orbital gap, the calculation gives 11.2 eV. The LUMO energy comes out at 0.63 eV.

The geometry in XYZ format:
```
12
Properties=species:S:1:pos:R:3:forces:R:3
N 0.8460 -1.4057 0.5437 -0.016 0.825 -0.786
C 0.7977 -0.5356 -0.2168 0.084 -0.845 0.637
C 0.8482 0.4727 -1.2936 -0.208 0.075 0.155
O 2.0418 0.3232 -2.0218 0.071 -0.164 -0.175
H -0.0537 0.3660 -1.9129 0.157 -0.027 0.110
H 0.8366 1.4786 -0.8677 -0.007 -0.179 0.014
H 2.1563 -0.6173 -2.2119 0.075 0.197 -0.094
N -0.9852 -0.4574 2.6491 -0.296 0.338 -0.457
C -1.4312 0.1246 1.6748 0.007 -0.052 0.142
N -1.7897 0.8312 0.7307 0.106 -0.210 0.459
H -0.5037 -1.3346 2.4679 -0.027 0.076 0.021
H -2.7630 0.7544 0.4584 0.055 -0.034 -0.025
```
Positions in Å, forces in eV/Å.

Let us look at the Mulliken charges, expressed in e, one per atom:
1. N -0.47
2. C 0.28
3. C -0.16
4. O -0.50
5. H 0.23
6. H 0.27
7. H 0.33
8. N -0.56
9. C 0.57
10. N -0.55
11. H 0.33
12. H 0.23



Entry 2:
Formula: C8H12NS
Source: OMol25
Level of theory: the ωB97M-V functional and the def2-TZVPD basis

Its energy above the lowest of the compared OMol25 structures with the same formula, charge and spin is 3.0234 eV. Its total energy is -20805.8493 eV. Its net charge is +1. Its SMILES is CC#CC1=CSC[N+]1(C)C. For the frontier orbital gap, the calculation gives 8.9 eV. The LUMO energy comes out at -3.36 eV.

The geometry in XYZ format:
```
22
Properties=species:S:1:pos:R:3:forces:R:3
C 3.2051 -1.7337 0.0274 1.556 0.438 1.405
C 1.8089 -1.5246 0.0800 0.128 -0.835 -0.624
C 0.6620 -1.2771 -0.1103 -1.021 -0.497 0.152
C -0.7178 -1.1138 -0.1232 -0.716 0.660 -0.933
C -1.7518 -1.9600 -0.1250 -0.596 -0.578 1.443
S -3.3096 -1.2039 0.2554 1.071 0.674 -0.516
C -2.5695 0.3830 -0.4165 -3.049 -0.363 -0.579
N -1.1096 0.3919 -0.1077 -0.921 -1.442 -0.197
C -0.3533 1.1781 -1.1832 -1.550 -2.086 -0.863
C -0.7993 0.8336 1.2853 1.891 4.164 -1.141
H 3.5334 -1.1631 -0.8123 0.628 0.258 -0.768
H 3.5837 -1.1837 0.9203 0.364 -0.708 -0.469
H 3.6218 -2.7593 -0.0370 -0.687 0.575 0.228
H -1.7404 -3.0764 -0.0062 0.474 1.357 -0.402
H -3.2250 1.2440 0.0043 1.743 -1.169 -0.748
H -2.8135 0.1912 -1.5232 1.106 0.988 1.487
H -0.9276 2.0552 -1.2788 -0.403 1.219 -0.439
H 0.6245 1.3663 -0.9085 1.869 0.425 1.070
H -0.2751 0.5945 -2.1485 -0.636 0.500 1.205
H -0.7237 2.0173 1.3539 -0.567 -2.398 -0.378
H -1.3940 0.4862 2.0743 -1.260 -0.919 0.528
H 0.2185 0.5230 1.3930 0.574 -0.263 0.538
```
Positions in Å, forces in eV/Å.

Let us look at the Mulliken charges, expressed in e, one per atom:
1. C -1.26
2. C 0.42
3. C -0.60
4. C 0.39
5. C -0.19
6. S -0.02
7. C -0.53
8. N 0.20
9. C -0.96
10. C -0.78
11. H 0.34
12. H 0.30
13. H 0.31
14. H 0.39
15. H 0.37
16. H 0.36
17. H 0.45
18. H 0.42
19. H 0.34
20. H 0.32
21. H 0.38
22. H 0.35



Entry 3:
Formula: CH3FN2O2
Source: OMol25
Level of theory: the ωB97M-V functional and the def2-TZVPD basis

Its energy above the lowest of the compared OMol25 structures with the same formula, charge and spin is 4.0409 eV. Its total energy is -10871.1860 eV. Its net charge is 0. For the frontier orbital gap (spin up / spin down), the calculation gives 9.2 / 9.2 eV. The LUMO energy (spin up / spin down) comes out at -0.36 / -0.54 eV.

The geometry in XYZ format:
```
9
Properties=species:S:1:pos:R:3:forces:R:3
C -0.1235 -0.1942 -0.0586 -1.500 1.056 -0.294
N -1.2632 -0.8908 -0.4581 -2.931 1.250 -1.051
N -2.7436 0.4436 -0.0793 2.230 -3.480 -0.926
O -2.3412 1.4703 0.2831 0.090 2.062 0.595
O -3.7815 -0.0493 -0.3022 -1.042 0.167 0.032
F -1.5662 -1.8204 0.4870 -0.141 -0.507 0.745
H 0.2905 -0.6152 0.7534 1.522 -1.362 3.075
H 0.5132 -0.2444 -0.8423 2.323 -0.235 -2.591
H -0.2837 0.8470 0.0886 -0.552 1.048 0.414
```
Positions in Å, forces in eV/Å.

Let us look at the Mulliken charges, expressed in e, one per atom:
1. C -0.70
2. N -0.13
3. N 0.92
4. O -0.48
5. O -0.47
6. F -0.14
7. H 0.39
8. H 0.32
9. H 0.29



Entry 4:
Formula: C10H16
Source: OMol25
Level of theory: the ωB97M-V functional and the def2-TZVPD basis

Its energy above the lowest of the compared OMol25 structures with the same formula, charge and spin is 0.8889 eV. The expectation value of S² is 0.769. Its total energy is -10619.9843 eV. Its spin multiplicity is 2. Its net charge is +1. For the frontier orbital gap (spin up / spin down), the calculation gives 9.2 / 5.5 eV. The LUMO energy (spin up / spin down) comes out at -4.55 / -8.29 eV.

The geometry in XYZ format:
```
26
Properties=species:S:1:pos:R:3:forces:R:3
C 2.7349 -1.6560 0.9327 -0.006 -0.168 -0.864
C 3.6741 -1.9812 -0.2843 -1.499 -0.874 1.627
C 2.2219 -0.2318 0.7642 0.008 -0.128 -0.287
H 1.8855 -2.3774 0.9670 0.282 0.469 -0.633
H 3.1853 -1.9236 1.8891 0.504 0.752 0.042
H 4.5364 -1.3326 -0.4092 0.220 -0.230 0.450
H 3.0121 0.5132 0.7723 0.262 0.052 0.667
H 1.8957 -0.1142 -0.2841 -0.573 -0.215 0.347
H 3.0743 -1.8743 -1.1762 -0.138 -0.167 -0.434
H 3.8574 -3.0444 -0.0894 0.870 0.245 -0.804
H 1.4346 0.0095 1.4804 -0.012 0.286 -0.134
C -0.7978 -0.3090 -2.3523 -1.388 -0.460 0.474
C -2.2152 0.1008 1.1950 -0.425 -1.415 0.188
C -1.9761 -0.4414 -0.0458 -0.351 -0.154 -0.385
C -1.8131 1.3832 1.5473 -0.953 -0.088 -2.074
C -1.3154 0.2839 -1.0879 1.194 0.568 0.469
C -1.3915 2.2079 0.4067 0.315 -0.591 2.974
C -1.1102 1.6394 -0.7975 0.448 2.342 -0.130
H -2.8026 -0.4901 1.8849 0.247 -0.102 0.194
H -2.3480 -1.4055 -0.3564 -0.103 -0.325 0.474
H -2.0648 1.7701 2.5334 0.434 0.135 -0.258
H -1.2157 3.2005 0.8242 0.296 0.280 -1.486
H -0.9244 -1.3946 -2.2959 0.189 0.190 -0.340
H 0.2069 -0.0358 -2.6669 0.053 0.219 0.364
H -0.6676 2.3308 -1.5080 -0.053 -0.385 -0.349
H -1.4838 0.0945 -3.1209 0.182 -0.236 -0.092
```
Positions in Å, forces in eV/Å.

Let us look at the Mulliken charges, expressed in e, one per atom:
1. C -0.36
2. C -1.03
3. C -0.76
4. H 0.24
5. H 0.35
6. H 0.32
7. H 0.39
8. H 0.04
9. H 0.28
10. H 0.31
11. H 0.23
12. C -1.38
13. C -0.40
14. C -0.26
15. C -0.40
16. C 0.83
17. C -0.48
18. C -0.16
19. H 0.42
20. H 0.42
21. H 0.47
22. H 0.36
23. H 0.42
24. H 0.35
25. H 0.38
26. H 0.40



Entry 5:
Formula: C4H5I
Source: OMol25
Level of theory: the ωB97M-V functional and the def2-TZVPD basis

Its energy above the lowest of the compared OMol25 structures with the same formula, charge and spin is 1.9515 eV. Its total energy is -12326.1177 eV. Its net charge is 0. Its SMILES is C[C@@H]1C=C1I. For the frontier orbital gap, the calculation gives 9.5 eV. The LUMO energy comes out at 0.50 eV.

The geometry in XYZ format:
```
10
Properties=species:S:1:pos:R:3:forces:R:3
C -0.6977 0.6802 -0.9077 0.030 -2.927 -0.126
C 0.4963 0.3410 -0.0093 -0.442 -1.511 -1.434
C 0.7107 -1.1825 0.1133 -1.126 5.101 3.953
C 0.3357 -0.5332 1.1854 0.108 -0.399 -0.821
I -0.2207 -0.4925 3.1775 0.120 -0.110 -0.471
H -1.5537 0.1266 -0.4438 0.470 0.202 -0.805
H -0.5783 0.3254 -2.0506 -0.206 1.445 2.660
H -0.8654 1.6581 -0.6098 -0.813 2.494 -0.951
H 1.3171 1.0491 -0.1113 0.275 -0.270 0.233
H 1.0562 -1.9722 -0.3437 1.584 -4.025 -2.237
```
Positions in Å, forces in eV/Å.

Let us look at the Mulliken charges, expressed in e, one per atom:
1. C -0.98
2. C -0.15
3. C -0.16
4. C -0.58
5. I 0.13
6. H 0.28
7. H 0.25
8. H 0.37
9. H 0.34
10. H 0.51



Entry 6:
Formula: C5H6N2
Source: OMol25
Level of theory: the ωB97M-V functional and the def2-TZVPD basis

Its energy above the lowest of the compared OMol25 structures with the same formula, charge and spin is 2.6672 eV. Its total energy is -8259.6912 eV. Its net charge is 0. Its SMILES is N#C[C@H]1C[C@H]2CN21. For the frontier orbital gap, the calculation gives 10.8 eV. The LUMO energy comes out at 0.93 eV.

The geometry in XYZ format:
```
13
Properties=species:S:1:pos:R:3:forces:R:3
N -1.4925 0.3365 2.7016 0.203 -0.197 -1.200
C -1.2911 0.1161 1.5828 -0.024 -0.090 0.924
C -0.9877 -0.1384 0.1671 -0.095 -0.238 0.026
C -0.2755 1.0007 -0.6231 0.030 -0.123 0.028
C 0.7043 -0.1021 -1.0146 0.322 0.017 -0.358
C 1.3615 -0.7231 0.1540 0.256 0.056 0.132
N 0.0344 -1.1677 -0.1941 -0.015 -0.290 0.028
H -1.7916 -0.6675 -0.3369 -0.930 1.141 0.097
H 0.1698 1.8174 -0.0373 -0.208 -0.359 0.013
H -0.8420 1.4585 -1.4409 -0.008 -0.376 0.205
H 0.9838 -0.3154 -2.0404 0.167 0.028 0.145
H 1.4945 -0.1999 1.0981 0.135 0.136 -0.192
H 2.0595 -1.5257 -0.0635 0.167 0.294 0.153
```
Positions in Å, forces in eV/Å.

Let us look at the Mulliken charges, expressed in e, one per atom:
1. N -0.43
2. C 0.14
3. C 0.31
4. C -0.75
5. C -0.09
6. C -0.24
7. N -0.51
8. H 0.25
9. H 0.25
10. H 0.28
11. H 0.32
12. H 0.23
13. H 0.23



Entry 7:
Formula: C6H12O
Source: OMol25
Level of theory: the ωB97M-V functional and the def2-TZVPD basis

Its energy above the lowest of the compared OMol25 structures with the same formula, charge and spin is 4.9449 eV. Its total energy is -8459.4090 eV. Its net charge is 0. For the frontier orbital gap (spin up / spin down), the calculation gives 7.9 / 7.8 eV. The LUMO energy (spin up / spin down) comes out at 0.52 / 0.31 eV.

The geometry in XYZ format:
```
19
Properties=species:S:1:pos:R:3:forces:R:3
C -2.8047 -0.7016 -0.5274 -0.043 0.050 0.010
C -1.3480 -1.2266 -0.5551 -0.023 -0.042 0.054
C -0.4118 -0.4874 0.3787 -1.576 -0.276 -0.260
C 2.7868 0.2320 -0.5590 0.749 -0.354 -1.879
C 2.1382 0.6026 0.6049 -2.359 0.925 1.891
C 0.7165 1.4876 0.6448 2.362 0.247 0.163
O -0.1963 0.7788 -0.0465 -1.056 -0.346 -0.978
H -3.2591 -0.7887 0.4670 0.187 0.013 -0.099
H -2.8641 0.3492 -0.8321 0.130 -0.163 0.087
H -3.4393 -1.2728 -1.2169 0.201 0.044 0.098
H -1.3623 -2.2896 -0.2885 0.103 0.137 0.016
H -0.9860 -1.1620 -1.5897 0.098 0.026 0.243
H -0.6705 -0.5611 1.4439 0.304 -0.065 -0.021
H 2.3143 -0.5381 -1.1644 0.309 0.207 -0.189
H 3.7486 0.6517 -0.8637 -0.406 -0.210 0.061
H 2.7670 1.1974 1.2740 0.005 -0.633 0.426
H 1.5001 -0.3007 0.9397 1.314 0.324 0.475
H 0.4900 1.5745 1.7162 -0.043 0.075 -0.150
H 0.8807 2.4549 0.1740 -0.256 0.040 0.051
```
Positions in Å, forces in eV/Å.

Let us look at the Mulliken charges, expressed in e, one per atom:
1. C -1.09
2. C -0.55
3. C -0.25
4. C -0.96
5. C -0.20
6. C -0.41
7. O -0.24
8. H 0.31
9. H 0.28
10. H 0.34
11. H 0.31
12. H 0.25
13. H 0.29
14. H 0.26
15. H 0.32
16. H 0.38
17. H 0.32
18. H 0.30
19. H 0.34